No. 1
The following is a DFT calculation (the ωB97M-V functional and the def2-TZVPD basis) of a molecular structure, C36H94AlBN6O12 in a non-equilibrium geometry.

Computed properties:
DFT total energy = -2925.695402 Ha
max |F| = 2.7 eV/Å
total charge = +2
HOMO level = -11.2533 eV
multiplicity = 1
Kohn-Sham gap = 1.34 eV

Last column: Mulliken charge in e.
Atoms and positions in Å:
Al 2.69 1.71 -0.41  1.17
B 0.13 0.29 0.28  3.38
H -0.93 -0.06 0.52  -0.40
H 0.61 0.73 1.23  -1.08
H 0.75 -0.61 -0.06  -0.66
H 0.25 1.06 -0.59  -0.87
C -1.45 -1.89 2.94  -1.03
O -1.40 -1.34 4.24  -0.32
C -2.60 -0.69 4.60  -0.30
C -2.46 -0.21 6.03  -0.65
N -3.61 0.64 6.36  -0.27
C -3.49 1.31 7.66  -0.60
C -4.54 2.40 7.87  -0.70
O -4.28 3.54 7.07  -0.28
C -5.29 4.51 7.14  -0.74
H -2.32 -2.53 2.77  0.59
H -0.56 -2.51 2.82  0.30
H -1.35 -1.13 2.16  0.21
H -3.49 -1.32 4.54  0.30
H -2.76 0.21 3.98  0.12
H -1.53 0.36 6.11  0.29
H -2.39 -1.00 6.78  0.29
H -3.67 1.34 5.63  0.22
H -2.56 1.89 7.75  0.32
H -3.51 0.58 8.46  0.40
H -4.57 2.75 8.91  0.46
H -5.53 1.99 7.63  0.37
H -6.26 4.09 6.82  0.31
H -5.05 5.34 6.48  0.24
H -5.50 4.94 8.12  0.30
C -2.01 4.93 -6.31  -0.77
O -2.50 4.21 -5.22  -0.35
C -2.81 5.12 -4.14  -0.51
C -3.62 4.39 -3.10  -1.07
N -3.00 3.18 -2.61  0.15
C -3.89 2.36 -1.79  -1.30
C -3.13 1.04 -1.53  0.43
O -2.77 0.45 -2.79  -0.39
C -2.30 -0.85 -2.62  -1.03
H -2.68 5.74 -6.61  0.33
H -1.79 4.30 -7.17  0.27
H -1.03 5.37 -6.05  0.27
H -3.46 5.88 -4.58  0.58
H -1.92 5.61 -3.75  0.21
H -4.47 4.06 -3.71  0.42
H -4.06 5.00 -2.31  0.44
H -2.78 2.60 -3.42  0.16
H -4.83 2.10 -2.30  0.42
H -4.03 2.80 -0.81  0.42
H -3.72 0.34 -0.93  0.74
H -2.28 1.30 -0.90  -0.57
H -2.27 -1.38 -3.57  0.41
H -2.97 -1.43 -1.98  0.46
H -1.30 -0.92 -2.16  0.20
C -6.21 -9.86 -0.45  -0.71
O -4.92 -9.39 -0.23  -0.29
C -4.35 -9.63 1.05  -0.74
C -2.94 -9.05 1.08  -0.44
N -2.95 -7.60 1.12  -0.28
C -1.58 -7.09 1.16  -1.12
C -1.40 -5.57 1.23  -0.11
O -2.14 -4.93 0.21  -0.37
C -1.58 -3.76 -0.31  -0.50
H -6.97 -9.41 0.20  0.29
H -6.25 -10.94 -0.24  0.30
H -6.38 -9.68 -1.51  0.23
H -4.36 -10.70 1.24  0.44
H -5.09 -9.27 1.77  0.39
H -2.45 -9.38 0.15  0.33
H -2.52 -9.43 2.01  0.34
H -3.41 -7.10 0.37  0.26
H -1.01 -7.57 0.35  0.42
H -1.07 -7.47 2.05  0.34
H -0.35 -5.33 1.04  0.35
H -1.75 -5.31 2.23  0.26
H -1.60 -2.92 0.40  0.12
H -2.12 -3.40 -1.19  0.19
H -0.53 -3.80 -0.62  0.32
C 3.03 5.01 -2.93  -1.15
O 2.19 4.25 -2.08  0.10
C 0.87 4.80 -2.09  -1.21
C 0.02 4.10 -1.03  0.74
N 0.81 3.91 0.19  0.05
C -0.01 3.40 1.29  0.02
C 0.85 3.23 2.54  -1.38
O 2.16 2.67 2.24  0.35
C 3.09 2.96 3.27  -0.93
H 2.59 5.09 -3.93  0.44
H 4.05 4.64 -2.93  0.31
H 3.08 6.05 -2.60  0.36
H 0.41 4.73 -3.08  0.24
H 0.88 5.89 -1.97  0.77
H -0.42 3.14 -1.32  -0.97
H -0.85 4.73 -0.81  0.60
H 1.03 4.86 0.49  0.28
H -0.49 2.45 1.04  -0.39
H -0.76 4.15 1.54  0.64
H 0.39 2.50 3.21  0.42
H 0.94 4.20 3.03  0.59
H 2.71 2.61 4.23  0.38
H 3.35 4.02 3.37  0.35
H 4.07 2.53 3.03  0.09
C 1.70 -1.63 -2.43  -0.38
O 2.73 -1.01 -1.68  0.09
C 3.56 -1.93 -0.99  -0.39
C 4.99 -1.43 -0.78  -0.84
N 5.10 -0.16 -0.03  0.15
C 5.42 -0.28 1.37  -1.04
C 4.24 -0.85 2.18  -0.84
O 3.06 -0.15 1.87  0.29
C 1.99 -0.50 2.78  -1.09
H 1.12 -2.33 -1.82  -0.06
H 2.12 -2.15 -3.30  0.47
H 0.98 -0.87 -2.74  -0.37
H 3.65 -2.86 -1.57  0.69
H 3.11 -2.18 -0.02  0.07
H 5.51 -1.28 -1.73  -0.06
H 5.62 -2.25 -0.43  0.53
H 5.95 0.20 -0.45  0.26
H 5.56 0.72 1.79  0.33
H 6.36 -0.80 1.60  0.52
H 4.47 -0.73 3.24  0.54
H 4.06 -1.92 2.03  0.37
H 2.34 -0.45 3.82  0.62
H 1.71 -1.55 2.67  0.28
H 1.10 0.12 2.74  -0.13
C 6.82 -1.95 -4.31  -0.94
O 5.97 -0.94 -3.77  -0.27
C 6.46 0.36 -3.69  -0.86
C 5.68 1.18 -2.65  -0.38
N 4.23 1.06 -2.79  1.01
C 3.76 1.83 -3.94  -0.21
C 2.31 1.60 -4.31  -1.24
O 1.52 1.62 -3.16  0.39
C 0.13 1.56 -3.44  -1.43
H 7.53 -2.31 -3.57  0.35
H 7.42 -1.53 -5.12  0.36
H 6.29 -2.72 -4.86  0.27
H 6.62 0.91 -4.62  0.51
H 7.47 0.27 -3.26  0.51
H 5.95 2.24 -2.69  0.61
H 6.06 0.98 -1.64  -0.43
H 3.97 0.08 -2.81  -0.27
H 4.40 1.72 -4.82  0.43
H 3.82 2.89 -3.68  -0.23
H 2.17 0.61 -4.75  0.51
H 1.94 2.42 -4.94  0.50
H -0.08 0.78 -4.18  0.73
H -0.24 2.50 -3.87  0.30
H -0.42 1.26 -2.56  -0.22

---

No. 2
The following is a DFT calculation (the ωB97M-V functional and the def2-TZVPD basis) of 8 unconnected molecules or ions with the total composition C36H94N6O13 in a non-equilibrium geometry.

Computed properties:
SMILES = COC[C@H](C)N.COCCNCCOC.COCCNCCOC.COCCNCCOC.COCCNCCOC.COCCNCCOC.CO.CO
energy relative to the best compared isomer or geometry (same formula, charge and spin) = 0.000 eV
DFT total energy = -2734.185804 Ha
max |F| = 3.3 eV/Å
total charge = 0
HOMO level = -8.2178 eV
multiplicity = 1
Kohn-Sham gap = 8.68 eV

Last column: Mulliken charge in e.
Atoms and positions in Å:
C -5.24 18.65 -20.27  -1.00
O -5.00 19.70 -21.19  0.19
C -4.90 21.04 -20.68  -0.01
C -4.46 21.98 -21.84  1.54
C -4.19 23.31 -21.24  -1.84
N -5.48 22.14 -22.87  -0.49
H -5.58 17.70 -20.68  0.44
H -5.89 18.86 -19.42  0.14
H -4.37 18.20 -19.79  0.39
H -5.88 21.11 -20.22  -0.36
H -4.17 21.21 -19.89  0.43
H -3.58 21.66 -22.39  -0.51
H -4.92 23.61 -20.49  0.18
H -4.10 24.10 -21.98  0.45
H -3.22 23.25 -20.75  0.44
H -6.33 22.46 -22.43  0.08
H -5.68 21.31 -23.41  0.13
C -11.92 12.33 -14.64  -0.78
O -11.50 13.69 -14.38  -0.32
C -10.25 14.05 -14.95  -0.76
C -10.37 15.40 -15.47  -0.15
N -10.25 16.41 -14.40  -0.43
C -10.43 17.81 -14.95  -1.11
C -9.29 18.45 -15.72  -0.11
O -9.27 17.85 -17.00  -0.24
C -8.10 18.23 -17.78  -0.77
H -12.96 12.11 -14.42  0.27
H -11.28 11.58 -14.17  0.30
H -11.82 12.15 -15.71  0.33
H -10.11 13.41 -15.83  0.40
H -9.34 13.90 -14.37  0.34
H -11.36 15.49 -15.91  0.25
H -9.59 15.49 -16.23  0.20
H -10.81 16.06 -13.64  0.30
H -10.48 18.44 -14.06  0.49
H -11.41 17.97 -15.41  0.38
H -8.38 18.23 -15.15  0.34
H -9.44 19.52 -15.63  0.14
H -8.10 19.30 -18.00  0.22
H -8.06 17.75 -18.75  0.25
H -7.16 18.11 -17.24  0.43
C -6.74 18.89 -24.78  -0.81
O -5.44 19.45 -24.72  -0.23
C -4.46 18.80 -25.50  -0.81
C -3.19 19.43 -24.89  -0.64
N -2.96 18.91 -23.55  -0.35
C -1.70 19.51 -23.01  -0.45
C -1.39 18.94 -21.56  -0.30
O -0.42 19.68 -20.94  -0.34
C 0.94 19.29 -21.11  -0.72
H -6.67 17.97 -24.19  0.33
H -7.00 18.62 -25.80  0.42
H -7.55 19.45 -24.31  0.07
H -4.55 18.97 -26.57  0.40
H -4.47 17.72 -25.30  0.42
H -3.36 20.50 -24.94  0.29
H -2.31 19.23 -25.50  0.50
H -3.71 19.15 -22.92  0.16
H -1.88 20.58 -23.13  0.25
H -0.86 19.35 -23.68  0.48
H -1.42 17.86 -21.42  0.37
H -2.32 19.08 -20.99  -0.10
H 1.15 18.86 -22.09  0.31
H 1.07 18.41 -20.48  0.30
H 1.58 20.12 -20.83  0.24
C -4.21 27.84 -18.11  -0.82
O -4.39 26.39 -17.94  -0.27
C -5.39 26.18 -16.97  -0.75
C -5.76 24.66 -16.85  -0.18
N -6.95 24.47 -16.05  -0.20
C -6.95 23.20 -15.40  -1.12
C -7.30 21.92 -16.30  0.21
O -8.76 21.72 -16.45  -0.27
C -9.47 22.66 -17.30  -0.57
H -3.67 28.30 -17.28  0.33
H -5.08 28.41 -18.45  0.33
H -3.47 27.98 -18.90  0.28
H -6.37 26.60 -17.24  0.38
H -5.08 26.63 -16.03  0.35
H -4.88 24.20 -16.40  0.26
H -5.98 24.13 -17.78  0.10
H -6.91 25.09 -15.25  0.24
H -7.64 23.16 -14.57  0.44
H -5.97 22.93 -15.00  0.49
H -7.03 21.01 -15.75  0.33
H -6.86 21.97 -17.29  -0.18
H -9.44 23.69 -16.97  0.28
H -10.53 22.42 -17.34  0.29
H -9.06 22.53 -18.30  0.08
C -11.08 20.29 -25.68  -0.41
O -10.40 19.44 -26.61  -0.26
C -11.20 18.89 -27.62  -0.75
C -12.34 17.92 -27.20  -0.49
N -11.93 16.61 -26.60  -0.38
C -13.08 15.82 -26.10  -0.60
C -12.77 14.53 -25.32  -0.40
O -12.40 13.40 -26.20  -0.38
C -11.24 12.71 -25.73  -0.56
H -12.03 19.91 -25.29  0.24
H -11.21 21.18 -26.29  0.41
H -10.60 20.64 -24.77  -0.16
H -10.67 18.52 -28.50  0.37
H -11.61 19.73 -28.19  0.46
H -13.14 17.77 -27.93  0.43
H -12.77 18.52 -26.40  0.22
H -11.22 16.83 -25.91  0.25
H -13.82 15.59 -26.87  0.50
H -13.61 16.45 -25.39  0.33
H -13.60 14.08 -24.77  0.40
H -12.15 14.84 -24.48  0.09
H -10.74 12.44 -26.66  0.31
H -11.47 11.90 -25.04  0.26
H -10.52 13.39 -25.28  0.13
C -9.23 15.64 -22.99  -0.83
O -10.48 16.29 -22.67  -0.38
C -10.55 17.56 -23.16  0.89
C -11.91 18.21 -22.56  -0.92
N -13.16 17.72 -23.19  0.38
C -14.36 17.81 -22.44  -1.09
C -14.62 16.67 -21.44  -0.17
O -15.96 16.44 -21.29  -0.37
C -16.23 15.15 -20.66  -0.74
H -8.87 15.86 -23.99  0.37
H -9.40 14.56 -22.90  0.28
H -8.55 15.82 -22.15  0.23
H -10.45 17.52 -24.24  -0.39
H -9.68 18.10 -22.77  -0.02
H -11.88 19.30 -22.69  0.34
H -11.98 18.06 -21.48  0.43
H -13.03 16.74 -23.39  -0.31
H -15.20 17.76 -23.14  0.43
H -14.49 18.84 -22.10  0.37
H -14.10 17.01 -20.55  0.27
H -14.16 15.76 -21.84  0.35
H -16.07 14.28 -21.30  0.28
H -17.30 15.11 -20.44  0.27
H -15.59 15.09 -19.78  0.33
C -8.73 24.73 -21.64  -0.59
O -9.31 23.68 -22.45  -0.43
H -8.40 25.57 -22.25  0.30
H -9.51 25.10 -20.97  0.33
H -7.84 24.45 -21.08  0.13
H -10.11 24.05 -22.84  0.23
C -8.40 20.47 -21.43  -0.22
O -9.63 20.79 -22.09  -0.35
H -7.62 20.66 -22.16  -0.14
H -8.06 21.19 -20.68  0.25
H -8.39 19.44 -21.07  0.25
H -9.47 21.62 -22.54  0.25

---

- Which of these has the lowest HOMO level?
  C36H94AlBN6O12

---

- Which of these has the lowest max |F|?
  C36H94AlBN6O12

---

- Which formula does entry 1 have?
  C36H94AlBN6O12